Record 1
Below is C43H31AlAsBrN5O6 as an isolated structure, with properties calculated with ωB97M-V/def2-TZVPD.

Structure (XYZ):
```
88
Properties=species:S:1:pos:R:3:forces:R:3
Al -1.005 1.805 0.271 0.131 -0.072 -0.236
O 1.072 5.236 2.110 0.117 0.030 0.102
C 2.287 4.857 1.665 -0.062 -0.005 0.050
C 3.403 5.485 2.216 0.062 0.044 0.016
C 4.674 5.151 1.789 -0.052 -0.028 0.022
C 4.860 4.182 0.807 -0.001 0.018 -0.005
C 3.754 3.562 0.257 0.043 0.018 -0.056
C 2.463 3.887 0.670 -0.075 0.015 0.000
C 1.297 3.218 0.054 -0.001 -0.113 0.014
O 0.169 3.199 0.731 0.214 -0.043 0.076
N 1.429 2.668 -1.115 -0.071 0.005 0.064
N 0.196 2.114 -1.427 -0.133 -0.061 0.156
C -0.073 1.928 -2.658 -0.071 -0.089 -0.123
C -1.386 1.505 -3.098 0.041 -0.038 0.042
C -1.601 1.225 -4.451 0.009 -0.028 -0.020
C -2.847 0.870 -4.924 0.008 -0.006 -0.011
C -3.914 0.811 -4.022 0.041 0.020 0.020
C -3.732 1.096 -2.685 -0.098 -0.069 -0.043
C -2.464 1.438 -2.182 0.205 -0.051 0.071
O -2.329 1.685 -0.907 -0.342 0.065 -0.022
H 0.416 4.580 1.794 -0.014 -0.012 -0.126
H 3.241 6.228 2.987 0.001 -0.009 -0.020
H 5.531 5.642 2.236 -0.002 0.008 -0.009
H 5.856 3.917 0.478 -0.018 -0.010 0.006
H 3.863 2.813 -0.518 -0.003 0.007 0.022
H 0.696 2.133 -3.404 0.009 0.024 0.005
H -0.757 1.291 -5.132 -0.016 -0.004 0.010
H -2.996 0.644 -5.972 0.001 0.007 0.016
H -4.901 0.540 -4.380 -0.003 -0.003 0.015
H -4.551 1.049 -1.979 0.030 0.003 -0.007
Br -0.994 3.842 4.011 0.057 -0.004 0.033
C -2.583 2.966 4.548 -0.016 0.015 0.005
C -2.994 3.259 5.845 -0.012 0.000 0.024
C -4.148 2.699 6.362 0.027 -0.001 -0.028
C -4.899 1.835 5.577 0.007 -0.011 -0.033
C -4.474 1.542 4.295 0.021 0.006 0.036
C -3.312 2.092 3.746 -0.096 0.041 -0.061
C -2.993 1.622 2.330 0.060 -0.405 -0.185
O -3.678 0.731 1.857 -0.015 0.048 -0.012
O -1.989 2.178 1.735 0.002 0.390 0.392
H -2.393 3.927 6.445 -0.002 -0.002 -0.012
H -4.452 2.934 7.374 0.003 0.004 -0.004
H -5.805 1.386 5.963 0.018 0.007 -0.002
H -5.027 0.858 3.667 -0.005 -0.009 -0.018
C 4.808 -2.817 -3.459 -0.030 0.005 0.014
C 4.479 -3.154 -2.155 0.000 -0.002 -0.027
C 3.202 -2.898 -1.665 -0.046 -0.091 -0.020
C 2.244 -2.293 -2.471 0.103 0.118 -0.031
C 2.587 -1.957 -3.782 -0.026 -0.002 0.079
C 3.854 -2.223 -4.277 0.011 -0.039 0.015
As 0.452 -1.770 -1.865 0.029 0.061 -0.111
C 0.545 -2.487 -0.059 -0.049 0.124 0.168
C 1.237 -1.612 0.978 0.004 0.009 0.004
C 1.806 -2.459 2.092 0.088 0.019 -0.072
C 1.256 -3.621 2.429 -0.133 -0.064 -0.021
C -0.022 -4.035 1.750 0.222 0.167 -0.069
C 0.038 -3.667 0.276 -0.125 0.018 0.111
C -0.533 -3.216 -2.744 -0.089 0.040 0.007
C 0.032 -4.414 -3.172 0.019 -0.006 0.016
C -0.749 -5.376 -3.799 -0.021 0.019 0.007
C -2.104 -5.148 -4.004 0.012 0.014 0.006
C -2.675 -3.954 -3.583 0.027 -0.021 -0.008
C -1.891 -2.992 -2.962 -0.001 -0.019 -0.004
H 5.803 -3.015 -3.837 -0.002 -0.002 -0.004
H 5.215 -3.625 -1.514 -0.004 0.005 0.006
H 2.949 -3.202 -0.655 0.008 0.048 0.020
H 1.845 -1.489 -4.422 0.037 0.032 -0.003
H 4.103 -1.964 -5.299 -0.010 0.009 0.003
H 2.065 -1.107 0.469 0.041 0.018 -0.019
H 2.660 -2.062 2.626 -0.008 -0.014 0.006
H 1.641 -4.222 3.244 -0.014 0.030 0.011
H -0.273 -5.079 1.907 -0.035 -0.042 0.013
H -0.443 -4.322 -0.439 0.008 -0.002 0.008
H 1.089 -4.597 -3.013 -0.010 -0.006 -0.007
H -0.299 -6.305 -4.127 0.000 0.005 -0.002
H -2.712 -5.898 -4.496 0.005 0.012 0.012
H -3.730 -3.768 -3.745 0.007 0.002 0.006
H -2.335 -2.055 -2.644 -0.023 0.018 -0.010
N 1.455 0.442 2.218 0.023 -0.041 0.029
C 0.422 -0.390 1.600 0.073 0.206 0.301
O -0.298 0.242 0.644 -0.018 -0.232 -0.502
C -0.442 -0.903 2.797 -0.060 -0.080 0.067
C -0.959 -2.105 2.625 0.111 0.357 0.009
N -1.208 -3.201 2.192 -0.177 -0.322 -0.077
C -0.490 -0.257 4.062 0.053 -0.072 -0.018
N -0.529 0.268 5.088 0.000 0.005 -0.063
H 1.022 1.187 2.759 -0.009 0.016 -0.010
H 1.974 0.891 1.468 0.008 -0.001 -0.002
```
Positions in Å, forces in eV/Å.

Results
- gap between HOMO and LUMO (eV) = 7.96
- F_max (eV/A) = 0.55
- total charge = -1
- energy relative to the best compared isomer or geometry (same formula, charge and spin) (kcal per mole) = 82.4
- DFT total energy (Eh) = -7434.91907
- E_HOMO (eV) = -5.6



Record 2
Below is C43H31BrN6O2PdSb as an isolated structure at a distorted geometry, with properties calculated with ωB97M-V/def2-TZVPD.

Structure (XYZ):
```
85
Properties=species:S:1:pos:R:3:forces:R:3
Pd 0.738 -1.530 -1.149 0.059 -0.006 -1.697
C -3.153 -3.518 -1.243 -0.022 -0.082 0.565
C -1.995 -2.909 -1.689 0.362 0.214 -0.130
N -1.028 -2.554 -0.837 -0.512 -0.706 1.206
C -1.208 -2.849 0.498 -0.934 -0.282 -1.587
C -2.385 -3.505 0.886 0.846 0.378 0.340
N -3.341 -3.814 0.047 -0.351 -0.130 -0.752
C -0.152 -2.409 1.388 1.099 0.728 0.208
C -0.075 -2.597 2.757 0.270 0.067 0.018
C 0.988 -2.047 3.496 -0.007 0.017 -1.023
C 2.017 -1.419 2.775 -0.214 -0.119 -0.003
C 1.928 -1.275 1.401 -1.378 -0.477 0.213
N 0.822 -1.712 0.747 0.504 -0.721 1.370
C 2.918 -0.709 0.511 0.792 0.618 -1.608
C 4.111 -0.082 0.894 -0.935 -0.388 0.400
N 5.024 0.306 0.040 0.398 0.014 -0.983
C 4.788 0.077 -1.255 0.144 0.106 0.708
C 3.593 -0.460 -1.696 -0.505 -0.299 -0.114
N 2.643 -0.834 -0.834 0.771 -0.029 1.058
C 0.979 -2.039 4.963 -0.042 -0.009 0.991
C 1.988 -1.418 5.711 -0.232 -0.143 -0.302
C 1.842 -1.294 7.082 0.212 0.058 -0.147
N 0.796 -1.749 7.745 -0.021 0.029 0.589
C -0.141 -2.380 7.064 -0.168 -0.149 -0.138
C -0.103 -2.550 5.692 0.258 0.085 -0.278
H -3.952 -3.783 -1.918 0.008 0.009 -0.168
H -1.833 -2.697 -2.740 0.064 0.071 0.102
H -2.555 -3.775 1.918 0.067 0.068 0.158
H -0.850 -3.155 3.253 -0.097 0.024 0.003
H 2.880 -1.031 3.288 0.068 0.039 -0.014
H 4.321 0.119 1.934 -0.059 -0.062 0.185
H 5.573 0.354 -1.942 -0.003 0.013 -0.181
H 3.381 -0.597 -2.750 -0.068 0.020 0.093
H 2.878 -1.015 5.258 0.071 0.068 -0.060
H 2.595 -0.797 7.677 0.135 0.054 -0.033
H -0.970 -2.758 7.647 -0.132 -0.069 -0.034
H -0.923 -3.060 5.216 -0.096 -0.016 -0.045
Br -1.690 1.604 -5.409 -0.224 0.122 -0.443
C -0.611 0.227 -6.131 -0.027 0.087 0.150
C -0.585 0.117 -7.514 -0.051 0.075 0.055
C 0.159 -0.879 -8.118 0.036 -0.031 0.097
C 0.880 -1.773 -7.339 0.028 -0.017 -0.033
C 0.855 -1.658 -5.963 -0.065 0.057 -0.016
C 0.114 -0.658 -5.333 0.070 -0.185 0.032
C 0.165 -0.565 -3.836 -1.033 2.329 -0.230
O -0.283 0.450 -3.271 0.743 -0.657 -0.660
O 0.702 -1.533 -3.228 0.804 -1.538 1.436
H -1.147 0.824 -8.108 -0.040 -0.002 -0.022
H 0.172 -0.955 -9.195 0.012 -0.015 -0.081
H 1.463 -2.553 -7.802 0.054 -0.076 -0.066
H 1.414 -2.342 -5.343 0.034 -0.069 0.022
C -3.788 4.896 -1.216 -0.055 0.061 0.027
C -3.926 4.096 -0.095 -0.151 -0.015 0.071
C -3.194 2.925 0.020 -0.078 0.152 0.039
C -2.313 2.580 -0.989 0.577 -0.898 0.399
C -2.181 3.361 -2.121 0.001 0.084 -0.127
C -2.922 4.526 -2.231 -0.012 -0.025 -0.092
Sb -0.985 0.883 -0.725 -0.551 0.017 0.266
C -1.451 0.388 1.355 0.292 0.860 -0.873
C -2.652 -0.267 1.584 0.032 0.164 0.054
C -3.029 -0.596 2.875 -0.103 -0.150 0.001
C -2.195 -0.279 3.935 -0.047 -0.010 0.185
C -0.980 0.342 3.703 0.154 0.101 0.016
C -0.599 0.666 2.410 -0.130 -0.031 0.388
C 0.778 2.091 -0.488 -0.683 -0.270 0.154
C 0.848 2.998 0.560 0.096 0.112 -0.023
C 1.977 3.784 0.718 -0.015 0.070 0.155
C 3.032 3.670 -0.173 0.075 0.040 0.006
C 2.944 2.797 -1.244 0.018 0.044 0.011
C 1.813 2.012 -1.404 0.022 0.054 -0.119
H -4.361 5.807 -1.298 -0.046 0.097 -0.021
H -4.606 4.375 0.696 -0.082 0.069 0.052
H -3.305 2.300 0.894 -0.001 0.019 0.106
H -1.511 3.062 -2.913 0.135 0.031 -0.085
H -2.823 5.139 -3.114 0.004 0.102 -0.095
H -3.310 -0.487 0.750 -0.109 -0.054 -0.034
H -3.973 -1.089 3.047 -0.145 -0.043 0.091
H -2.495 -0.500 4.947 -0.058 -0.068 0.123
H -0.321 0.574 4.527 0.018 0.039 0.155
H 0.360 1.137 2.234 -0.024 0.097 0.041
H 0.012 3.108 1.239 -0.016 0.061 0.048
H 2.026 4.492 1.533 0.040 0.063 0.054
H 3.915 4.276 -0.042 0.103 0.099 0.000
H 3.754 2.735 -1.957 0.059 0.047 -0.085
H 1.716 1.359 -2.261 -0.017 0.003 -0.040
```
Positions in Å, forces in eV/Å.

Results
- gap between HOMO and LUMO (eV) = 5.04
- F_max (eV/A) = 2.56
- total charge = +1
- energy relative to the best compared isomer or geometry (same formula, charge and spin) (kcal per mole) = 20.7
- DFT total energy (Eh) = -5078.16606
- E_HOMO (eV) = -9.7



Number 1 is which compound? C43H31AlAsBrN5O6



Which of these has the lowest energy relative to the best compared isomer or geometry (same formula, charge and spin)? C43H31BrN6O2PdSb



Which formula does entry 1 have? C43H31AlAsBrN5O6



Which formula does entry 2 have? C43H31BrN6O2PdSb